Entry from the Open Molecules 2025 dataset: an isolated ion of composition C3H8ClN5 and charge +2 (ωB97M-V with the def2-TZVPD basis set).

Last columns: bonded neighbours and bond lengths (Å).
Cartesian coordinates (Å):
1 Cl 0.53 0.33 -2.94  N6 1.783
2 N 0.09 -2.18 0.53  C7 1.250, H12 1.019, H14 1.107
3 N 1.45 0.88 -0.53  N6 1.360, C9 1.306, H11 1.003
4 N -0.62 -0.01 0.09  C7 1.275, C8 1.552, C9 1.351
5 N -0.01 1.94 0.89  C9 1.292, H15 1.002, H17 1.033
6 N 1.46 -0.09 -1.47  Cl1 1.783, N3 1.360, H13 0.961
7 C -0.73 -1.23 0.43  N2 1.250, N4 1.275, C8 1.464
8 C -2.00 -0.53 0.58  N4 1.552, C7 1.464, H10 1.051, H16 1.108
9 C 0.31 0.96 0.11  N3 1.306, N4 1.351, N5 1.292
10 H -2.42 -0.20 1.49  C8 1.051
11 H 1.80 1.82 -0.63  N3 1.003
12 H -0.17 -3.12 0.83  N2 1.019
13 H 2.37 -0.33 -1.69  N6 0.961
14 H 1.10 -2.09 0.10  N2 1.107
15 H 0.25 2.91 0.85  N5 1.002
16 H -2.71 -0.68 -0.26  C8 1.108
17 H -0.70 1.61 1.59  N5 1.033

Computed properties:
HOMO-LUMO gap, eV: 9.40
Energy relative to the best compared isomer or geometry (same formula, charge and spin), kcal per mole: 26.4
Maximum force, eV/Å: 4.30
E, Ha: -852.30004
Charge: +2
SMILES string: [NH2+]=C1CN1C(=[NH2+])NNCl

Results of the Löwdin charge analysis, in e, for atoms 1 through 4: 0.68 0.32 0.05 0.13